Entry 1:
DFT (wB97M-V/def2-TZVPD) results for a structure of composition C21H22CuO2.

Structure (XYZ):
```
46
Properties=species:S:1:pos:R:3:mulliken_charge:R:1
C 4.371 -1.687 0.137 -1.144
C 4.684 -0.378 0.892 -0.602
C 4.107 0.880 0.214 0.076
C 2.613 0.736 -0.195 -0.584
C 1.854 2.063 -0.021 -0.432
C 0.441 1.915 0.635 -0.568
C -0.694 2.490 -0.284 -1.598
C -1.132 1.380 -1.228 0.866
C -0.426 1.214 -2.410 -0.630
C -0.785 0.202 -3.262 -0.909
C -1.830 -0.638 -2.955 -0.919
C -2.516 -0.473 -1.789 0.938
C -2.175 0.544 -0.904 0.283
C -2.968 0.627 0.389 0.120
O -3.381 1.666 0.866 -0.582
C -3.238 -0.727 1.003 0.609
C -3.114 -0.951 2.349 -0.535
C -3.337 -2.227 2.832 -0.707
C -3.700 -3.213 1.950 -0.437
C -3.826 -2.999 0.599 -0.895
C -3.585 -1.731 0.120 0.631
C -3.648 -1.382 -1.350 -0.152
O -4.532 -1.759 -2.092 -0.522
H 5.091 -2.442 0.463 0.368
H 4.516 -1.574 -0.943 0.303
H 3.354 -2.015 0.358 0.339
H 5.772 -0.252 0.929 0.387
H 4.321 -0.471 1.922 0.247
H 4.209 1.743 0.917 -0.185
H 4.744 1.097 -0.649 0.317
H 2.135 -0.094 0.330 0.314
H 2.595 0.487 -1.261 0.255
H 2.461 2.759 0.611 0.272
H 1.686 2.531 -0.991 0.396
H 0.212 0.849 0.737 0.290
H 0.385 2.337 1.649 0.460
H -1.493 2.802 0.389 0.441
H -0.361 3.382 -0.824 0.632
H 0.412 1.865 -2.635 0.545
H -0.213 0.059 -4.174 0.416
H -2.078 -1.433 -3.651 0.500
H -2.810 -0.122 2.981 0.466
H -3.211 -2.396 3.895 0.411
H -3.857 -4.211 2.350 0.380
H -4.104 -3.781 -0.099 0.490
Cu 3.051 3.328 2.197 0.650
```

net charge: +1
total energy: -70859.672 eV
spin multiplicity: 1

***

Entry 2:
DFT (wB97M-V/def2-TZVPD) results for the molecule C7H12N2O.

Structure (XYZ):
```
22
Properties=species:S:1:pos:R:3:mulliken_charge:R:1
C -1.807 0.218 0.614 0.515
C -0.832 -0.703 -0.163 0.683
C 1.367 -0.422 0.132 0.483
C -3.045 0.400 -0.153 -1.352
C 2.164 0.444 1.034 -1.675
C 1.650 -1.908 -0.018 -1.034
C 0.269 1.364 -1.035 -0.908
N -1.531 0.561 1.758 -0.631
N 0.280 -0.018 -0.582 0.123
O -0.959 -1.874 -0.259 -0.564
H -3.961 0.582 0.414 0.376
H -3.326 -0.242 -0.935 0.426
H -3.064 1.272 -0.822 0.335
H 1.475 1.251 1.417 0.370
H 2.990 0.679 0.451 0.354
H 2.382 -0.047 1.857 0.617
H 0.798 -2.438 0.315 0.353
H 2.520 -2.341 0.666 0.319
H 1.979 -1.938 -1.101 0.233
H -0.621 2.033 -0.653 0.231
H 1.135 1.944 -0.825 0.408
H 0.136 1.184 -2.111 0.341
```

total energy: -12475.760 eV
spin multiplicity: 1
relative energy (zero: lowest compared OMol25 entry of this formula, charge and spin): 5.7996 eV

***

Entry 3:
DFT (wB97M-V/def2-TZVPD) results for a cluster of 2 separate species, CH6ClN4 in total.

Structure (XYZ):
```
12
Properties=species:S:1:pos:R:3:mulliken_charge:R:1
C -1.315 -1.309 -0.418 0.193
N -2.382 -0.736 0.081 -0.217
N 2.624 0.428 -0.151 -0.196
N 1.732 0.810 0.692 -0.379
N 0.565 0.346 0.613 0.001
Cl -0.687 -2.693 0.255 0.021
H -2.815 -1.096 0.924 0.258
H 3.532 0.860 -0.077 0.266
H 2.435 -0.231 -0.905 0.202
H -2.785 0.082 -0.355 0.286
H -0.002 0.750 1.359 0.199
H -0.874 -0.918 -1.320 0.365
```

net charge: +1
total energy: -19608.292 eV
spin multiplicity: 1
relative energy (zero: lowest compared OMol25 entry of this formula, charge and spin): 0.1546 eV

***

Entry 4:
DFT (wB97M-V/def2-TZVPD) results for the molecule C4H10S.

Structure (XYZ):
```
15
Properties=species:S:1:pos:R:3:mulliken_charge:R:1
C -0.656 -1.280 -2.045 -1.125
C -0.852 -1.408 -0.546 -0.464
C 0.256 -0.739 0.288 -0.559
S 0.147 1.091 0.203 -0.067
C 0.935 1.254 1.921 -0.795
H -0.298 -0.322 -2.398 0.292
H 0.111 -1.999 -2.449 0.306
H -1.476 -1.631 -2.668 0.359
H -0.875 -2.525 -0.308 0.269
H -1.855 -1.137 -0.236 0.337
H 1.100 -1.105 -0.318 0.233
H 0.327 -1.109 1.291 0.379
H 0.657 2.281 2.175 0.328
H 0.441 0.533 2.583 0.245
H 2.025 1.121 1.864 0.262
```

structure (SMILES): CCCSC
total energy: -15144.772 eV
spin multiplicity: 1
relative energy (zero: lowest compared OMol25 entry of this formula, charge and spin): 0.5957 eV

***

Entry 5:
DFT (wB97M-V/def2-TZVPD) results for a structure of composition C32H31Cl3EuF6GeN7O6S2.

Structure (XYZ):
```
89
Properties=species:S:1:pos:R:3:lowdin_spin:R:1
Eu -16.860 6.722 -12.575 6.054
C -21.517 5.930 -13.060 0.000
C -22.186 6.467 -11.972 0.000
C -21.544 7.293 -11.066 0.000
C -20.176 7.507 -11.271 0.000
N -19.473 6.922 -12.299 -0.004
C -20.141 6.188 -13.214 0.000
N -19.531 8.268 -10.334 0.000
C -18.378 7.985 -9.955 0.000
N -17.531 6.911 -10.265 -0.010
C -16.456 6.868 -9.388 0.000
N -15.523 6.022 -9.220 0.001
C -15.446 4.875 -9.887 0.000
C -14.762 3.822 -9.251 0.000
C -14.763 2.539 -9.781 0.001
C -15.473 2.346 -10.957 0.000
C -15.915 3.457 -11.668 0.000
N -15.931 4.710 -11.145 -0.007
C -16.618 8.023 -8.418 0.000
C -15.657 8.407 -7.491 0.000
C -15.888 9.656 -6.898 0.000
C -16.981 10.419 -7.236 0.000
C -17.908 10.015 -8.194 0.000
C -17.683 8.787 -8.813 0.000
H -22.023 5.305 -13.776 0.000
H -23.234 6.204 -11.824 0.000
H -22.046 7.826 -10.293 0.000
H -19.593 5.900 -14.098 0.000
H -14.234 4.095 -8.330 0.000
H -14.224 1.769 -9.246 0.000
H -15.548 1.377 -11.481 0.000
H -16.449 3.379 -12.610 0.000
H -14.783 7.824 -7.274 0.000
H -15.196 10.032 -6.143 0.000
H -17.087 11.453 -6.812 0.000
H -18.764 10.597 -8.412 0.000
C -17.703 8.906 -15.360 0.000
C -17.942 7.453 -15.678 0.000
C -18.315 7.000 -16.928 0.000
C -18.203 5.583 -16.876 0.000
C -17.776 5.262 -15.601 0.000
C -17.569 3.867 -15.022 0.000
N -17.604 6.415 -14.875 -0.012
H -18.214 9.527 -16.132 0.000
H -16.632 9.133 -15.395 0.000
H -18.200 9.190 -14.394 0.000
H -18.537 7.678 -17.759 0.000
H -18.498 4.901 -17.618 0.000
H -17.938 3.042 -15.662 0.000
H -18.099 3.656 -14.068 0.000
H -16.462 3.650 -14.909 0.000
F -21.547 3.242 -10.826 0.000
C -20.653 3.224 -9.806 0.000
F -20.570 4.474 -9.325 0.000
F -21.197 2.413 -8.880 0.000
S -18.995 2.676 -10.379 0.000
O -18.900 3.340 -11.616 0.000
O -18.145 2.985 -9.263 0.000
N -19.031 1.080 -10.464 0.000
S -19.500 0.141 -11.626 0.000
O -20.292 0.726 -12.641 0.000
O -19.951 -1.102 -11.042 0.000
C -17.923 -0.439 -12.427 0.000
F -17.157 0.548 -13.033 0.000
F -17.157 -1.079 -11.573 0.000
F -18.261 -1.286 -13.431 0.000
Cl -14.618 11.308 -13.081 0.000
C -15.358 10.838 -11.523 0.000
Cl -15.663 12.240 -10.489 0.000
Cl -14.391 9.649 -10.604 0.000
C -16.756 10.154 -11.963 0.000
O -17.758 10.847 -11.879 0.000
O -16.613 8.999 -12.481 -0.007
C -13.491 4.307 -14.176 0.000
Ge -12.863 5.899 -13.169 -0.002
C -12.114 5.363 -11.428 0.000
C -11.439 6.592 -14.272 -0.001
C -14.321 7.109 -13.053 -0.014
H -12.649 3.718 -14.576 0.000
H -14.165 4.648 -14.982 0.000
H -14.045 3.655 -13.523 0.000
H -11.170 4.871 -11.621 0.000
H -12.777 4.773 -10.817 0.000
H -11.839 6.316 -10.959 0.000
H -10.647 5.846 -14.317 0.000
H -11.010 7.571 -13.991 0.000
H -11.892 6.780 -15.249 0.000
H -14.425 7.478 -14.065 0.000
H -14.084 8.004 -12.451 0.000
```

net charge: -2
⟨S²⟩: 12.01
total energy: -207794.574 eV
spin multiplicity: 7

***

Entry 6:
DFT (wB97M-V/def2-TZVPD) results for the molecule C6H7O3.

Structure (XYZ):
```
16
Properties=species:S:1:pos:R:3:lowdin_spin:R:1
C 0.266 -1.509 0.482 0.377
C -0.565 -0.885 -0.607 0.044
C -0.854 0.552 -0.190 0.005
C 0.295 1.412 0.089 0.032
C 1.161 0.673 1.123 0.394
C 1.116 -0.707 1.220 0.038
O 0.841 1.560 -1.150 0.044
O -0.051 -0.893 -1.878 0.021
O -2.000 1.040 -0.562 -0.001
H 0.266 -2.588 0.636 0.020
H -1.525 -1.455 -0.623 0.006
H 0.232 0.011 -2.176 0.002
H -0.106 2.361 0.519 0.004
H 1.893 1.277 1.686 0.019
H 1.684 -1.152 2.032 -0.007
H -2.650 0.304 -0.602 0.000
```

⟨S²⟩: 0.78
total energy: -12472.991 eV
spin multiplicity: 2
relative energy (zero: lowest compared OMol25 entry of this formula, charge and spin): 1.2837 eV

***

Entry 7:
DFT (wB97M-V/def2-TZVPD) results for a cluster of 2 separate species, C35H29BF6O4S in total.

Structure (XYZ):
```
76
Properties=species:S:1:pos:R:3:mulliken_charge:R:1
C -5.543 2.200 5.016 -1.293
C -4.424 1.567 4.296 0.635
C -3.736 0.430 4.677 -0.690
C -2.754 0.024 3.712 -1.159
C -2.678 0.886 2.645 0.518
B -1.842 0.670 1.225 2.036
C -0.495 0.951 2.093 -0.566
C -0.125 2.238 2.452 -0.337
C 1.103 2.458 3.069 0.070
C 1.516 3.858 3.424 0.672
F 2.601 4.273 2.692 -0.275
F 0.518 4.762 3.200 -0.283
F 1.869 3.967 4.745 -0.267
C 1.971 1.406 3.340 -1.256
C 1.557 0.119 3.019 0.025
C 2.501 -1.030 3.249 0.571
F 1.978 -2.219 2.822 -0.295
F 3.680 -0.852 2.560 -0.263
F 2.834 -1.183 4.563 -0.271
C 0.311 -0.117 2.449 -0.406
O -2.104 -0.666 0.811 -0.605
C -3.275 -0.589 -0.011 -0.436
C -3.533 0.911 -0.281 -0.590
O -2.489 1.627 0.383 -0.629
S -3.831 2.175 2.780 -0.271
H -5.662 1.695 5.977 0.353
H -5.342 3.261 5.182 0.301
H -6.470 2.104 4.442 0.248
H -3.928 -0.101 5.609 0.319
H -2.086 -0.825 3.818 0.434
H -0.793 3.071 2.260 0.696
H 2.940 1.581 3.797 0.522
H -0.007 -1.139 2.263 0.790
H -3.085 -1.135 -0.950 0.177
H -4.123 -1.052 0.516 0.395
H -3.478 1.162 -1.349 0.200
H -4.511 1.224 0.122 0.414
C -2.141 2.361 -6.667 -0.834
O -2.090 3.072 -5.416 -0.417
C -1.621 2.435 -4.314 0.816
C -1.681 3.166 -3.098 -0.793
C -1.258 2.595 -1.937 -0.444
C -0.749 1.261 -1.906 0.471
C -0.269 0.723 -0.681 -0.426
C 0.468 -0.532 -0.696 0.773
C 1.828 -0.522 -0.329 -0.024
C 2.630 -1.642 -0.468 -0.596
C 2.052 -2.849 -0.881 0.467
O 2.760 -4.052 -0.854 -0.560
C 3.954 -4.164 -1.563 0.588
C 4.837 -5.153 -1.109 -0.617
C 5.978 -5.438 -1.855 -0.391
C 6.216 -4.779 -3.065 -0.527
C 5.327 -3.793 -3.509 -0.596
C 4.203 -3.452 -2.745 -0.170
C 0.699 -2.898 -1.233 -1.344
C -0.066 -1.745 -1.185 -0.069
C -0.641 0.574 -3.142 -0.696
C -1.056 1.140 -4.330 -0.895
H -2.716 3.044 -7.297 0.252
H -1.131 2.217 -7.076 0.333
H -2.653 1.393 -6.572 0.353
H -2.075 4.183 -3.133 0.443
H -1.319 3.160 -1.010 0.362
H 0.072 1.486 0.022 0.381
H 2.259 0.413 0.037 0.497
H 3.692 -1.606 -0.228 0.524
H 4.598 -5.671 -0.182 0.401
H 6.680 -6.188 -1.482 0.377
H 7.092 -5.030 -3.661 0.364
H 5.498 -3.274 -4.452 0.352
H 3.510 -2.670 -3.070 0.355
H 0.277 -3.847 -1.567 0.460
H -1.102 -1.789 -1.525 0.447
H -0.207 -0.425 -3.172 0.453
H -0.925 0.588 -5.267 0.446
```

total energy: -72770.908 eV
spin multiplicity: 1
relative energy (zero: lowest compared OMol25 entry of this formula, charge and spin): 0.0000 eV

***

Entry 8:
DFT (wB97M-V/def2-TZVPD) results for a structure of composition C5H8N.

Structure (XYZ):
```
14
Properties=species:S:1:pos:R:3:mulliken_charge:R:1
C 1.114 0.509 1.907 -0.547
C 0.982 1.217 0.584 -0.108
C -0.121 -0.455 -0.425 0.307
C 1.897 0.128 0.705 -0.354
C -1.002 -1.241 -1.271 -1.055
N -0.117 0.825 -0.236 -0.043
H 1.574 1.192 2.636 0.288
H 0.379 -0.147 2.207 0.295
H 1.293 2.231 0.480 0.500
H 1.071 -0.764 0.077 0.478
H -1.461 -2.217 -1.001 0.344
H -0.737 -1.185 -2.403 0.308
H -1.955 -0.549 -1.288 0.295
H -0.725 1.590 -0.560 0.292
```

net charge: +1
total energy: -6791.239 eV
spin multiplicity: 1
relative energy (zero: lowest compared OMol25 entry of this formula, charge and spin): 6.8498 eV